A single C22H21N3O4 molecule in a non-equilibrium geometry. Source: OMol25; level of theory: the ωB97M-V functional and the def2-TZVPD basis.

```
50
Properties=species:S:1:pos:R:3
O -0.38 -0.66 -1.93
C -0.73 0.34 -1.32
N 0.02 1.46 -1.29
C -0.22 2.65 -0.52
H 0.00 3.51 -1.16
C 0.72 2.65 0.71
N 1.97 1.95 0.46
C 2.36 2.08 -0.92
C 1.34 1.43 -1.89
H 1.33 1.97 -2.85
H 1.59 0.39 -2.08
H 3.34 1.63 -1.06
H 2.44 3.15 -1.13
C 1.99 0.57 0.95
C 3.38 0.00 0.83
C 4.45 0.66 1.43
C 5.75 0.17 1.35
C 5.94 -1.00 0.66
C 4.88 -1.67 0.05
C 3.59 -1.19 0.12
H 2.78 -1.71 -0.36
O 5.34 -2.79 -0.57
C 6.73 -2.82 -0.33
O 7.10 -1.69 0.43
H 7.00 -3.74 0.22
H 7.27 -2.81 -1.29
H 6.57 0.69 1.82
H 4.25 1.57 1.96
H 1.28 -0.09 0.42
H 1.71 0.60 2.00
H 0.21 2.18 1.56
H 0.96 3.69 0.98
H -1.25 2.70 -0.19
C -2.03 0.33 -0.61
N -2.36 1.04 0.45
O -3.60 0.67 0.82
C -4.06 -0.29 -0.01
C -3.09 -0.55 -0.94
H -3.09 -1.25 -1.75
C -5.38 -0.83 0.21
C -5.89 -1.82 -0.64
C -7.16 -2.33 -0.43
C -7.93 -1.87 0.63
C -7.43 -0.90 1.48
C -6.16 -0.38 1.27
H -5.77 0.38 1.93
H -8.02 -0.54 2.30
H -8.92 -2.28 0.79
H -7.55 -3.09 -1.09
H -5.30 -2.17 -1.47
```

Properties
HOMO energy: -7.91 eV
energy relative to the best compared isomer or geometry (same formula, charge and spin): 241.5 kJ/mol
frontier orbital gap: 8.15 eV
largest force on an atom: 1.42 eV Å⁻¹
spin multiplicity: 1
E_tot: -35813.365 eV
SMILES string: O=C(c1cc(-c2ccccc2)on1)N1CCN(Cc2ccc3c(c2)OCO3)CC1



A single C22H21N3O6 molecule in a non-equilibrium geometry. Source: OMol25; level of theory: the ωB97M-V functional and the def2-TZVPD basis.

```
52
Properties=species:S:1:pos:R:3
C -1.40 0.37 1.99
C -2.08 1.36 1.05
O -1.18 2.35 0.56
C -0.33 2.03 -0.45
C -0.25 0.80 -1.07
C 0.69 0.56 -2.07
C 1.54 1.59 -2.48
C 1.45 2.83 -1.88
C 0.53 3.06 -0.87
O 0.46 4.29 -0.24
C 1.53 4.55 0.65
C 1.64 3.48 1.68
C 1.30 3.42 3.01
C 1.53 2.10 3.42
C 1.99 1.43 2.31
C 2.31 0.01 2.12
O 2.31 -0.81 3.01
O 2.57 -0.26 0.83
C 2.85 -1.61 0.52
H 3.44 -2.07 1.31
H 1.92 -2.17 0.40
H 3.40 -1.60 -0.42
O 2.06 2.28 1.26
H 1.38 1.67 4.39
H 0.92 4.23 3.61
H 1.30 5.51 1.12
H 2.48 4.63 0.10
H 2.10 3.63 -2.19
H 2.27 1.41 -3.26
C 0.80 -0.76 -2.65
N 0.01 -1.69 -2.27
N 0.12 -2.93 -2.76
C -0.76 -3.93 -2.46
O -0.66 -5.02 -2.99
C -1.83 -3.59 -1.48
C -3.11 -4.09 -1.70
C -4.12 -3.78 -0.80
C -3.80 -2.97 0.28
N -2.58 -2.52 0.52
C -1.62 -2.84 -0.33
H -0.63 -2.47 -0.07
H -4.56 -2.66 0.99
H -5.12 -4.14 -0.95
H -3.30 -4.71 -2.56
H 0.83 -3.15 -3.47
H 1.59 -0.93 -3.39
H -0.88 -0.03 -0.78
H -2.56 0.84 0.22
H -2.83 1.93 1.59
H -2.10 -0.43 2.23
H -1.08 0.86 2.90
H -0.53 -0.08 1.52
```

Properties
HOMO energy: -8.17 eV
energy relative to the best compared isomer or geometry (same formula, charge and spin): 244.8 kJ/mol
frontier orbital gap: 8.33 eV
largest force on an atom: 1.19 eV Å⁻¹
spin multiplicity: 1
E_tot: -39908.424 eV
SMILES string: CCOc1cc(/C=N/NC(=O)c2cccnc2)ccc1OCc1ccc(C(=O)OC)o1



A molecular structure, C22H22AsN5O2RhS4. Source: OMol25; level of theory: the ωB97M-V functional and the def2-TZVPD basis.

```
57
Properties=species:S:1:pos:R:3
Rh -1.39 0.83 0.64
S -2.35 5.41 -0.45
As -3.19 3.57 0.17
S -2.04 2.65 1.84
S -3.45 1.99 -1.21
S -4.92 4.54 0.94
C 4.35 1.53 1.29
C 3.30 2.38 1.02
C 1.99 1.96 1.20
C 1.75 0.67 1.66
C 2.80 -0.19 1.93
C 4.10 0.24 1.74
N 0.39 0.26 1.82
N 0.19 -0.50 2.79
C -1.17 -0.83 2.95
C -1.51 -1.70 3.98
C -2.84 -1.98 4.22
C -3.82 -1.35 3.44
C -3.48 -0.49 2.42
C -2.14 -0.22 2.13
H 5.37 1.86 1.13
H 3.48 3.39 0.66
H 1.15 2.61 0.97
H 2.59 -1.20 2.28
H 4.93 -0.44 1.93
H -0.72 -2.14 4.58
H -3.13 -2.65 5.02
H -4.87 -1.54 3.65
H -4.25 0.00 1.83
O 1.29 -2.26 -2.31
C 1.27 -0.93 -2.10
N 0.28 -0.32 -1.45
C 0.55 1.03 -1.47
O -0.18 1.88 -0.89
C 1.79 1.26 -2.19
C 2.51 2.41 -2.49
C 3.69 2.27 -3.20
C 4.15 1.00 -3.60
C 3.45 -0.15 -3.30
C 2.25 -0.02 -2.58
H 2.14 3.38 -2.19
H 4.27 3.15 -3.45
H 5.08 0.93 -4.15
H 3.80 -1.12 -3.62
N -1.61 -2.97 -2.55
C -2.54 -3.23 -1.45
C -2.26 -2.30 -0.27
N -2.46 -0.88 -0.55
H -1.75 -3.64 -3.30
H 0.37 -2.57 -2.26
H -1.77 -2.05 -2.95
H -2.39 -4.26 -1.11
H -3.60 -3.13 -1.74
H -1.22 -2.43 0.05
H -2.90 -2.57 0.57
H -3.42 -0.59 -0.70
H -1.89 -0.56 -1.32
```

Properties
HOMO energy (alpha / beta): -3.36 / -5.08 eV
energy relative to the best compared isomer or geometry (same formula, charge and spin): 0.0 kJ/mol
frontier orbital gap (alpha / beta): 5.04 / 6.26 eV
largest force on an atom: 0.80 eV Å⁻¹
spin multiplicity: 5
E_tot: -141906.063 eV
charge: -1